Record 1
Density functional theory data (wB97M-V/def2-TZVPD) for a structure of composition C48H112AsCuF6O24 in a non-equilibrium geometry.

Geometry as XYZ:
```
192
C48H112AsCuF6O24, DFT wB97M-V/def2-TZVPD
Cu 9.65 21.21 -10.37
As 4.38 24.59 -9.17
F 5.76 23.61 -9.77
F 4.41 23.90 -7.52
F 3.08 25.70 -8.63
F 4.53 25.31 -10.84
F 3.17 23.40 -9.74
F 5.53 25.79 -8.58
C 9.50 33.08 -11.58
O 9.43 33.98 -12.73
C 9.87 33.46 -13.99
C 9.99 34.42 -15.11
O 11.05 35.35 -14.94
C 12.03 35.19 -15.91
C 13.30 36.05 -15.63
O 12.97 37.47 -15.86
C 14.01 38.41 -15.53
H 10.52 32.77 -11.34
H 8.91 32.18 -11.73
H 9.20 33.68 -10.73
H 9.09 32.71 -14.16
H 10.87 33.04 -13.97
H 9.07 35.00 -15.17
H 10.04 33.87 -16.05
H 11.64 35.35 -16.91
H 12.35 34.15 -16.00
H 14.13 35.74 -16.26
H 13.57 35.84 -14.59
H 14.02 38.46 -14.44
H 13.68 39.38 -15.92
H 15.02 38.28 -15.93
C 6.40 25.11 1.77
O 6.20 25.20 0.42
C 4.79 25.22 0.12
C 4.46 24.06 -0.77
O 4.70 22.81 -0.08
C 4.27 21.67 -0.86
C 4.79 20.40 -0.14
O 4.14 20.30 1.06
C 4.42 19.12 1.73
H 7.47 25.14 1.95
H 6.02 24.16 2.16
H 5.97 25.94 2.33
H 4.44 26.14 -0.35
H 4.14 25.00 0.96
H 5.00 24.16 -1.71
H 3.42 24.21 -1.07
H 4.73 21.66 -1.85
H 3.20 21.75 -1.03
H 5.86 20.51 0.05
H 4.72 19.52 -0.78
H 3.89 19.00 2.67
H 5.50 19.01 1.88
H 4.11 18.29 1.09
C 1.85 30.43 -11.78
O 1.39 31.72 -11.46
C 2.02 32.29 -10.32
C 1.22 31.94 -9.06
O 1.64 32.45 -7.80
C 2.73 31.69 -7.18
C 3.37 32.53 -6.08
O 4.33 33.56 -6.49
C 3.69 34.69 -7.09
H 1.27 30.05 -12.62
H 1.75 29.71 -10.97
H 2.89 30.32 -12.10
H 2.13 33.37 -10.42
H 3.05 31.96 -10.17
H 1.00 30.87 -9.01
H 0.24 32.39 -9.20
H 3.38 31.38 -7.99
H 2.41 30.70 -6.88
H 4.00 31.84 -5.51
H 2.61 32.91 -5.39
H 3.75 34.59 -8.17
H 4.18 35.61 -6.75
H 2.64 34.81 -6.83
C 7.62 19.23 -13.11
O 7.85 19.11 -11.76
C 7.12 17.97 -11.21
C 7.25 18.02 -9.76
O 8.59 18.32 -9.45
C 9.47 17.22 -9.26
C 10.84 17.69 -8.82
O 11.19 19.02 -9.36
C 12.52 19.38 -9.11
H 8.15 20.11 -13.47
H 6.56 19.14 -13.33
H 8.17 18.42 -13.60
H 7.50 16.99 -11.51
H 6.07 18.05 -11.51
H 6.85 17.19 -9.19
H 6.70 18.92 -9.47
H 9.43 16.64 -10.18
H 8.95 16.55 -8.56
H 11.61 17.03 -9.23
H 10.89 17.66 -7.73
H 13.25 18.68 -9.51
H 12.70 19.64 -8.07
H 12.75 20.35 -9.55
C 8.00 15.92 -2.35
O 7.95 15.30 -3.61
C 7.66 13.88 -3.51
C 6.22 13.56 -3.07
O 5.38 14.13 -3.99
C 3.96 13.97 -3.75
C 3.17 14.94 -4.65
O 3.59 16.32 -4.64
C 2.69 17.17 -5.37
H 7.15 15.82 -1.68
H 8.09 16.99 -2.50
H 8.86 15.53 -1.80
H 8.45 13.31 -3.01
H 7.89 13.60 -4.53
H 6.10 14.06 -2.10
H 6.07 12.52 -2.76
H 3.70 14.17 -2.71
H 3.64 12.97 -4.05
H 2.18 14.96 -4.21
H 3.06 14.55 -5.66
H 1.68 16.82 -5.17
H 3.01 16.99 -6.40
H 2.83 18.24 -5.19
C -4.77 26.91 -2.94
O -3.74 27.83 -3.18
C -3.10 28.08 -4.45
C -2.57 26.84 -5.13
O -3.63 26.09 -5.71
C -3.10 24.92 -6.36
C -4.29 24.20 -7.13
O -4.72 24.94 -8.30
C -3.70 24.80 -9.35
H -4.52 25.86 -3.12
H -5.62 27.25 -3.53
H -5.12 26.95 -1.91
H -2.24 28.73 -4.32
H -3.80 28.57 -5.12
H -1.99 26.16 -4.50
H -1.83 27.17 -5.86
H -2.75 24.29 -5.55
H -2.31 25.17 -7.08
H -5.16 24.11 -6.47
H -4.04 23.17 -7.39
H -4.04 25.23 -10.29
H -3.42 23.76 -9.56
H -2.79 25.30 -9.04
C 15.52 22.58 -2.53
O 15.31 23.86 -3.16
C 16.42 24.71 -3.18
C 16.14 26.01 -3.92
O 15.15 26.82 -3.30
C 14.92 28.15 -3.88
C 13.62 28.76 -3.34
O 12.45 28.12 -3.89
C 11.23 28.77 -3.53
H 16.36 22.11 -3.05
H 14.62 21.98 -2.50
H 15.82 22.69 -1.48
H 17.20 24.21 -3.75
H 16.97 24.75 -2.24
H 15.77 25.84 -4.93
H 17.03 26.64 -3.97
H 14.77 27.97 -4.95
H 15.81 28.76 -3.80
H 13.62 29.83 -3.54
H 13.61 28.71 -2.25
H 11.01 28.59 -2.48
H 10.56 28.22 -4.20
H 11.27 29.81 -3.84
C 10.09 23.03 -6.71
O 10.26 23.69 -8.00
C 10.91 24.95 -7.76
C 11.53 25.59 -9.07
O 10.85 24.99 -10.18
C 10.59 25.90 -11.33
C 11.83 26.43 -12.07
O 12.59 27.35 -11.36
C 13.41 28.24 -12.07
H 9.46 22.15 -6.81
H 9.74 23.59 -5.84
H 11.04 22.61 -6.38
H 11.83 24.92 -7.18
H 10.36 25.62 -7.10
H 12.60 25.49 -9.18
H 11.26 26.65 -9.03
H 9.91 26.71 -11.10
H 10.02 25.24 -11.99
H 11.53 26.86 -13.03
H 12.49 25.58 -12.25
H 14.22 27.71 -12.58
H 13.80 29.00 -11.39
H 12.73 28.71 -12.79
```

Spin multiplicity ... 2
E_LUMO (spin up / spin down) ... -3.96 / -8.54 eV
F_max ... 0.0686 hartree/bohr
Charge ... +1
<S²> ... 0.76
Gap between HOMO and LUMO (spin up / spin down) ... 0.23827 / 0.06995 Eh

***

Record 2
Density functional theory data (wB97M-V/def2-TZVPD) for a cluster of 7 separate species, C48H120F6N6O6P in total in a non-equilibrium geometry.

Geometry as XYZ:
```
187
C48H120F6N6O6P, DFT wB97M-V/def2-TZVPD
P 15.77 14.86 14.27
F 16.82 13.64 14.05
F 14.52 13.84 14.59
F 16.12 14.84 15.83
F 14.76 16.07 14.42
F 16.98 15.99 14.09
F 15.48 14.79 12.64
C 13.16 11.78 12.75
C 13.63 10.34 13.20
N 14.89 10.27 14.00
C 16.04 10.83 13.29
C 14.67 11.02 15.23
C 15.80 11.12 16.20
C 15.16 8.80 14.44
C 14.90 7.80 13.37
O 15.49 8.19 12.23
C 15.56 7.15 11.22
H 12.70 11.58 11.80
H 13.89 12.58 12.65
H 12.38 12.21 13.44
H 13.86 9.66 12.42
H 12.82 9.84 13.77
H 16.96 10.79 13.87
H 15.75 11.88 13.19
H 16.26 10.33 12.32
H 13.73 10.69 15.65
H 14.45 12.01 14.91
H 15.53 11.67 17.08
H 16.70 11.63 15.77
H 16.15 10.13 16.55
H 14.41 8.69 15.27
H 16.18 8.83 14.89
H 13.82 7.64 13.42
H 15.29 6.83 13.72
H 16.60 7.14 10.83
H 14.86 7.36 10.43
H 15.27 6.20 11.63
C 7.78 23.30 18.48
C 7.60 22.31 17.29
N 6.95 21.04 17.63
C 5.68 21.33 18.35
C 6.68 20.23 16.30
C 6.00 18.88 16.47
C 7.66 20.26 18.66
C 9.13 20.03 18.39
O 9.96 21.12 18.67
C 11.16 21.11 17.90
H 8.01 22.81 19.43
H 6.90 23.86 18.70
H 8.55 24.02 18.26
H 8.47 22.07 16.64
H 6.90 22.79 16.71
H 5.18 20.42 18.68
H 4.96 21.87 17.68
H 5.86 21.83 19.29
H 7.70 19.99 16.01
H 6.22 20.88 15.58
H 5.84 18.46 15.43
H 5.06 18.99 16.97
H 6.57 18.12 17.00
H 7.30 19.25 18.72
H 7.43 20.54 19.68
H 9.34 19.61 17.37
H 9.43 19.31 19.15
H 11.79 20.27 18.32
H 11.64 22.06 18.12
H 11.00 20.85 16.82
C 18.31 19.83 8.66
C 16.80 19.87 8.53
N 16.13 18.57 8.05
C 14.68 18.93 7.83
C 16.77 18.09 6.77
C 16.10 16.93 6.07
C 16.30 17.45 9.03
C 15.65 17.64 10.38
O 16.29 18.66 11.14
C 15.90 18.76 12.49
H 18.54 20.77 9.17
H 18.80 19.64 7.70
H 18.62 18.97 9.25
H 16.50 20.70 7.89
H 16.42 20.01 9.57
H 14.15 18.04 7.46
H 14.55 19.67 7.11
H 14.28 19.18 8.79
H 17.82 17.89 7.02
H 16.81 18.91 6.02
H 16.34 15.93 6.57
H 16.33 16.94 4.97
H 15.03 17.01 6.32
H 17.35 17.14 9.12
H 15.82 16.54 8.60
H 15.68 16.71 10.95
H 14.60 17.89 10.18
H 14.85 19.14 12.60
H 16.55 19.42 13.06
H 16.03 17.76 13.00
C 19.28 20.98 22.88
C 17.99 20.99 23.67
N 17.21 19.72 23.74
C 16.70 19.48 22.40
C 18.01 18.45 24.26
C 18.71 18.67 25.55
C 16.10 19.83 24.69
C 15.15 21.06 24.72
O 14.29 21.16 23.56
C 13.91 22.42 23.31
H 19.76 21.97 23.06
H 19.03 21.07 21.79
H 20.03 20.24 23.21
H 17.29 21.70 23.25
H 18.24 21.33 24.70
H 17.35 19.67 21.53
H 15.87 20.23 22.28
H 16.25 18.45 22.34
H 18.76 18.23 23.47
H 17.27 17.73 24.30
H 19.48 17.92 25.56
H 18.02 18.56 26.40
H 19.14 19.66 25.64
H 16.60 19.77 25.70
H 15.49 18.91 24.71
H 15.60 22.01 24.81
H 14.50 20.76 25.55
H 13.37 22.76 24.28
H 13.35 22.51 22.38
H 14.69 23.24 23.44
C 23.10 14.26 14.80
C 22.18 15.14 13.99
N 21.02 15.80 14.72
C 21.59 16.58 15.92
C 20.25 16.81 13.87
C 21.27 17.57 12.98
C 19.98 14.80 15.19
C 19.72 13.61 14.31
O 19.34 13.99 13.05
C 18.70 13.04 12.20
H 23.74 14.84 15.52
H 23.87 13.79 14.12
H 22.62 13.52 15.37
H 21.76 14.50 13.22
H 22.74 15.95 13.53
H 22.20 15.91 16.49
H 20.71 16.83 16.54
H 22.15 17.44 15.55
H 19.75 17.50 14.55
H 19.52 16.31 13.30
H 21.65 17.06 12.12
H 22.11 17.96 13.58
H 20.66 18.40 12.55
H 19.05 15.27 15.38
H 20.36 14.35 16.11
H 18.91 13.06 14.91
H 20.58 12.88 14.18
H 17.66 13.38 11.97
H 18.65 12.08 12.70
H 19.24 12.92 11.29
C 8.93 5.53 23.14
C 8.93 7.06 23.14
N 8.36 7.62 21.89
C 9.09 7.15 20.65
C 6.98 7.14 21.69
C 6.02 7.74 20.63
C 8.34 9.13 21.93
C 9.62 9.89 22.11
O 10.60 9.69 21.17
C 11.57 10.71 21.07
H 9.45 5.17 24.02
H 9.37 5.14 22.22
H 7.94 5.14 23.15
H 9.96 7.36 23.20
H 8.27 7.59 23.86
H 10.14 7.35 20.62
H 8.63 7.65 19.74
H 8.97 6.07 20.62
H 6.53 7.08 22.68
H 7.07 6.05 21.41
H 5.86 8.76 20.85
H 5.11 7.22 20.81
H 6.39 7.58 19.61
H 7.59 9.47 22.65
H 7.89 9.46 21.00
H 10.01 9.81 23.10
H 9.28 10.94 22.16
H 12.36 10.45 20.35
H 12.09 10.94 22.06
H 11.14 11.57 20.60
```

Spin multiplicity ... 1
E_LUMO ... -7.02 eV
F_max ... 0.1017 hartree/bohr
Charge ... +5
Gap between HOMO and LUMO ... 0.37326 Eh
Energy relative to the best compared isomer or geometry (same formula, charge and spin) ... 62.6 kcal per mole

***

no.,total energy (hartree)
1,-8176.2678
2,-3619.7446